Below is one molecule with the formula C5H9NO at a distorted geometry, with properties calculated with ωB97M-V/def2-TZVPD.

Computed properties:
E, Ha: -325.79600
LUMO, Ha: 0.0418
SMILES string: C[C@H]1N[C@H]1[C@H]1CO1
HOMO level, eV: -9.551
Strongest force on any atom, eV/Å: 2.73

Element x y z (Å)
C1 -0.1444 -0.3298 2.0177
C2 0.2626 -1.1915 0.8542
N1 -0.6814 -1.3370 -0.4086
C3 0.5957 -0.6617 -0.4710
C4 0.5647 0.8160 -0.7303
C5 -0.1699 1.3415 -1.8828
O1 -0.6839 1.4771 -0.5592
H1 0.7374 -0.0613 2.6100
H2 -0.8410 -0.8476 2.6848
H3 -0.6154 0.6025 1.6759
H4 0.1903 -2.2734 0.7920
H5 -1.4241 -0.6600 -0.2785
H6 1.3558 -1.1724 -1.0602
H7 1.4223 1.3794 -0.3641
H8 0.1460 2.2709 -2.3568
H9 -0.7150 0.6474 -2.5231

Below is C5H9NO as an isolated structure at a distorted geometry, with properties calculated with ωB97M-V/def2-TZVPD.

Computed properties:
E, Ha: -325.78023
LUMO, Ha: 0.0180
HOMO level, eV: -8.449
Strongest force on any atom, eV/Å: 3.05

Element x y z (Å)
C1 0.2952 -0.5111 0.9620
C2 -0.3875 -1.8756 0.8228
C3 0.1476 0.7239 -1.4036
C4 -0.4319 0.5673 0.1920
C5 0.5507 1.9356 -0.8988
O1 1.1626 -0.0963 -1.7829
N1 -1.5550 0.9741 0.6081
H1 0.8236 -0.9965 -1.8364
H2 -1.9642 1.7137 0.0415
H3 1.3377 -0.5685 0.6453
H4 0.2780 -0.2087 2.0117
H5 1.5869 2.2564 -0.9900
H6 -0.1557 2.7324 -0.7341
H7 -0.4048 -2.2055 -0.2175
H8 -1.4189 -1.8132 1.1666
H9 0.1357 -2.6280 1.4133

Below is a 2-piece molecular cluster, C5H9NO overall at a distorted geometry, with properties calculated with ωB97M-V/def2-TZVPD.

Computed properties:
E, Ha: -325.86726
LUMO, Ha: 0.0182
SMILES string: Cc1cc[nH]c1.O
HOMO level, eV: -7.749
Strongest force on any atom, eV/Å: 2.71

Element x y z (Å)
C1 -0.2849 -0.3189 -2.9166
C2 -0.1256 -0.1308 -1.4392
C3 0.5915 -0.7827 -0.4673
N1 0.6010 0.0243 0.6658
C4 -0.3545 0.9998 0.4882
C5 -0.7410 1.0320 -0.8519
H1 -0.9928 0.4093 -3.2950
H2 -0.4991 -1.3244 -3.2791
H3 0.6620 -0.1963 -3.4790
H4 0.8317 -1.8302 -0.5547
H5 0.8747 -0.4102 1.5231
H6 -0.3246 1.9125 1.0734
H7 -1.7059 1.3638 -1.2028
H8 0.8188 0.0186 4.0591
H9 -0.2936 -0.9944 4.0137
O1 0.2316 -0.4523 3.4368